Entry 1:
Molecular formula: C4H4
Method: DFT, ωB97M-V/def2-TZVPD

Each atom is followed by the atoms it is bonded to, with distances in Å.
Element x y z (Å)
1 C -2.767 0.257 -0.565  C2 1.222, H3 1.089
2 C -2.867 -0.040 0.615  C1 1.222, H4 1.041
3 H -3.054 0.312 -1.615  C1 1.089
4 H -2.836 0.000 1.655  C2 1.041
5 C 2.642 0.297 -0.426  C6 1.229, H7 1.049
6 C 3.208 -0.550 0.260  C5 1.229, H8 1.043
7 H 1.955 1.058 -0.648  C5 1.049
8 H 3.719 -1.334 0.722  C6 1.043

Summary:
SMILES ... C#C.C#C
Relative energy (zero: lowest compared OMol25 entry of this formula, charge and spin) ... 225.7 kJ/mol
Energy ... -4207.8192 eV
Frontier orbital gap ... 0.42943 Ha

Entry 2:
Molecular formula: C4H25NO10
Method: DFT, ωB97M-V/def2-TZVPD

Each atom is followed by the atoms it is bonded to, with distances in Å.
Element x y z (Å)
1 C -0.722 0.893 2.832  N2 1.442, H8 1.135, H9 1.093, H10 1.102
2 N -1.063 0.322 1.551  C1 1.442, C3 1.468, H11 1.009
3 C -0.730 -1.094 1.356  N2 1.468, C4 1.553, C5 1.525, H12 1.117
4 C -1.741 -1.979 2.134  C3 1.553, H13 1.086, H14 1.058, H15 1.090
5 C 0.654 -1.690 1.592  C3 1.525, O6 1.207, O7 1.363
6 O 1.280 -2.402 0.844  C5 1.207
7 O 0.860 -1.747 2.938  C5 1.363, H16 0.968
8 H -1.425 1.778 2.926  C1 1.135
9 H 0.174 1.517 2.890  C1 1.093
10 H -0.875 0.260 3.721  C1 1.102
11 H -0.698 0.914 0.820  N2 1.009
12 H -0.981 -1.294 0.286  C3 1.117
13 H -1.701 -2.978 1.710  C4 1.086
14 H -1.683 -1.934 3.190  C4 1.058
15 H -2.728 -1.669 1.791  C4 1.090
16 H 1.627 -2.308 3.125  O7 0.968
17 O 1.825 2.645 -2.569  H18 0.976, H19 0.969
18 H 1.802 1.916 -1.921  O17 0.976
19 H 2.784 2.769 -2.502  O17 0.969
20 O 1.684 0.186 -0.388  H21 0.965, H22 0.960
21 H 0.847 0.147 -0.867  O20 0.965
22 H 2.187 -0.631 -0.350  O20 0.960
23 O -3.605 1.377 0.398  H24 0.975, H25 0.958
24 H -3.204 0.810 1.082  O23 0.975
25 H -4.508 1.153 0.170  O23 0.958
26 O -0.589 1.058 -3.782  H27 0.965, H28 0.967
27 H -0.690 1.738 -4.461  O26 0.965
28 H 0.277 0.688 -3.998  O26 0.967
29 O 2.782 2.184 1.892  H30 0.970, H31 0.965
30 H 1.952 2.006 1.424  O29 0.970
31 H 3.218 1.342 1.713  O29 0.965
32 O 1.320 -1.637 -3.865  H33 0.961, H34 0.962
33 H 1.315 -1.853 -2.929  O32 0.961
34 H 1.120 -2.453 -4.335  O32 0.962
35 O -0.532 1.770 -0.996  H36 0.964, H37 0.962
36 H 0.030 2.526 -1.198  O35 0.964
37 H -1.222 1.728 -1.665  O35 0.962
38 O -1.546 -1.393 -1.437  H39 0.970, H40 0.963
39 H -1.990 -0.559 -1.658  O38 0.970
40 H -0.663 -1.028 -1.319  O38 0.963

Summary:
SMILES ... CN[C@H](C)C(=O)O.O.O.O.O.O.O.O.O
Relative energy (zero: lowest compared OMol25 entry of this formula, charge and spin) ... 300.1 kJ/mol
Energy ... -26518.2600 eV
Frontier orbital gap ... 0.32894 Ha

Entry 3:
Molecular formula: C5H15N2O
Method: DFT, ωB97M-V/def2-TZVPD

Each atom is followed by the atoms it is bonded to, with distances in Å.
Element x y z (Å)
1 N 0.399 2.301 -1.772  C2 1.528, H9 1.022, H10 1.027, H11 1.030
2 C 1.661 1.716 -1.140  N1 1.528, C3 1.543, H12 1.101, H13 1.076
3 C 1.471 0.472 -0.248  C2 1.543, N4 1.446, H14 1.085, H15 1.099
4 N 0.068 0.172 -0.064  C3 1.446, C5 1.486, C6 1.505
5 C -0.487 0.658 1.226  N4 1.486, H16 1.103, H17 1.085, H18 1.086
6 C -0.090 -1.325 -0.053  N4 1.505, C7 1.581, H19 1.072, H20 1.100
7 C -1.437 -2.026 0.386  C6 1.581, O8 1.413, H21 1.071, H22 1.094
8 O -1.542 -2.203 1.784  C7 1.413, H23 0.967
9 H 0.682 2.835 -2.595  N1 1.022
10 H -0.307 2.603 -1.090  N1 1.027
11 H -0.195 1.535 -2.120  N1 1.030
12 H 2.121 2.580 -0.636  C2 1.101
13 H 2.395 1.573 -1.914  C2 1.076
14 H 2.040 -0.326 -0.716  C3 1.085
15 H 1.935 0.622 0.737  C3 1.099
16 H 0.184 0.379 2.056  C5 1.103
17 H -0.387 1.728 1.377  C5 1.085
18 H -1.512 0.349 1.405  C5 1.086
19 H 0.691 -1.833 0.477  C6 1.072
20 H -0.064 -1.595 -1.119  C6 1.100
21 H -2.184 -1.296 0.155  C7 1.071
22 H -1.457 -3.012 -0.089  C7 1.094
23 H -1.568 -3.148 1.988  O8 0.967

Summary:
Spin multiplicity ... 2
Net charge ... +2
Relative energy (zero: lowest compared OMol25 entry of this formula, charge and spin) ... 338.7 kJ/mol
Energy ... -10435.0584 eV
Expectation value of S² ... 0.754
Frontier orbital gap (alpha / beta) ... 0.37252 / 0.18725 Ha